{"formula": "C4H6F12O15PtS4", "method": "ωB97M-V/def2-TZVPD", "symbols": ["Pt", "C", "F", "F", "F", "S", "O", "O", "O", "C", "F", "F", "F", "S", "O", "O", "O", "C", "F", "F", "F", "S", "O", "O", "O", "C", "F", "F", "F", "S", "O", "O", "O", "O", "H", "H", "O", "H", "H", "O", "H", "H"], "positions_angstrom": [[-0.0291, -0.1056, -0.0152], [-3.1153, -3.8210, -0.4446], [-3.6845, -3.5881, 0.7418], [-2.0503, -4.5837, -0.3159], [-4.0090, -4.4256, -1.2190], [-2.6575, -2.0878, -1.2028], [-2.3717, -2.4572, -2.5913], [-3.8156, -1.2288, -1.0551], [-1.4141, -1.6190, -0.5673], [2.6851, -3.7142, -0.2218], [3.7165, -4.5310, 0.0436], [2.5364, -3.6852, -1.5625], [1.5822, -4.2809, 0.2832], [3.0640, -1.9983, 0.4230], [4.0342, -1.4644, -0.5278], [1.7711, -1.3301, 0.3793], [3.6801, -2.1949, 1.7179], [2.9919, 3.8579, 0.1870], [4.0471, 4.5386, -0.2889], [3.1471, 3.5103, 1.4471], [1.9754, 4.7442, 0.1321], [2.5268, 2.3509, -0.9638], [1.9522, 2.9253, -2.1781], [3.8178, 1.7487, -1.2357], [1.6675, 1.4903, -0.1562], [-3.0904, 2.7579, 2.1087], [-2.9292, 2.5789, 3.4361], [-3.5754, 1.6081, 1.6306], [-3.9670, 3.7248, 1.8866], [-1.3598, 3.0170, 1.3525], [-0.5756, 3.8291, 2.2565], [-0.8204, 1.6433, 1.2709], [-1.6734, 3.6321, 0.0591], [-0.3877, -0.8209, 2.2537], [-0.4502, -0.2313, 3.0151], [-0.5504, -1.7048, 2.6006], [-1.3580, 1.1402, -1.4790], [-1.6237, 1.1018, -2.4027], [-1.9099, 1.8370, -1.0853], [0.6844, -0.6323, -2.1962], [0.0677, -0.5039, -2.9235], [1.4706, -1.0274, -2.5928]], "largest_force_ev_per_a": 2.833, "e_tot_ha": -4195.1703, "spin_multiplicity": 3, "relative_energy_ev": 0.0000, "total_charge": -2, "orbital_gap_ev": [8.3027, 8.2412]}